--- A ---
The following is a quantum chemistry calculation of a structure of composition C7H7NO2S, from the OMol25 dataset.

Highest occupied orbital energy ... -9.28 eV
Kohn-Sham gap ... 0.25243 Ha

The geometry in XYZ format:
```
18
Properties=species:S:1:pos:R:3:mulliken_charge:R:1
C -2.07 1.48 -0.33 1.238
C -1.42 0.50 -0.66 -0.289
C -2.13 -1.83 0.48 0.253
C 2.25 -0.85 -0.06 0.874
C -2.78 2.65 0.09 -1.347
C 3.66 -1.09 0.48 -1.018
C -0.57 -0.53 -0.95 -0.425
N -3.20 -1.78 0.87 -0.426
O 1.64 -1.88 -0.47 -0.745
O 1.80 0.30 -0.06 -0.650
S -0.46 -1.96 -0.08 0.301
H -2.59 3.48 -0.58 0.313
H -3.85 2.44 0.12 0.337
H -2.45 2.91 1.10 0.314
H 4.37 -0.97 -0.34 0.249
H 3.74 -2.11 0.86 0.305
H 3.88 -0.36 1.25 0.320
H 0.18 -0.39 -1.71 0.397
```

--- B ---
The following is a quantum chemistry calculation of the molecule C7H7NO2S, from the OMol25 dataset.

Highest occupied orbital energy (spin up / spin down) ... -8.09 / -8.09 eV
Kohn-Sham gap (spin up / spin down) ... 0.26364 / 0.26366 Ha

The geometry in XYZ format:
```
18
Properties=species:S:1:pos:R:3:mulliken_charge:R:1
C 0.00 -1.12 0.32 -0.234
C -1.50 0.46 -1.11 -0.430
C -0.25 -0.13 1.37 -0.499
C -1.77 1.11 0.02 -0.147
C 2.15 0.60 -0.32 0.125
C -0.45 -0.52 -1.09 -0.469
C -1.13 0.88 1.21 -0.218
N 2.38 -0.64 -0.01 0.716
O 3.43 -1.20 -0.35 -0.667
O 1.35 -1.51 0.25 -0.335
S 2.38 2.10 -0.07 -0.256
H -0.48 -2.08 0.57 0.402
H -2.19 0.53 -2.07 0.255
H 0.26 -0.30 2.26 0.465
H -2.60 1.85 0.08 0.314
H 0.57 -0.17 -1.54 0.328
H -0.84 -1.32 -1.70 0.398
H -1.31 1.48 2.19 0.253
```

Top of the stability list: A, leading by 0.1144 hartree.

--- A ---
The following is a quantum chemistry calculation of the ion CH2N3O3 with charge -1, from the OMol25 dataset.

Highest occupied orbital energy (spin up / spin down) ... -2.33 / -2.33 eV
Net charge ... -1
Kohn-Sham gap (spin up / spin down) ... 0.22935 / 0.22938 Ha
Structure (SMILES) ... [O-]Nc1non1O

The geometry in XYZ format:
```
9
Properties=species:S:1:pos:R:3:mulliken_charge:R:1
O -0.47 1.79 1.97 -0.730
N 0.06 1.00 1.09 0.064
C -0.21 0.68 -0.15 0.313
N -1.54 0.50 -0.91 -0.432
O -0.87 -0.59 -1.64 -0.238
N 0.38 -0.30 -1.00 -0.057
O 1.08 -1.45 -0.33 -0.449
H 1.08 0.54 1.26 0.217
H 0.49 -2.16 -0.29 0.312
```

--- B ---
The following is a quantum chemistry calculation of the ion CH2N3O3 with charge -1, from the OMol25 dataset.

Highest occupied orbital energy ... -4.12 eV
Net charge ... -1
Kohn-Sham gap ... 0.31490 Ha
Structure (SMILES) ... N/C([O-])=N/[N+](=O)[O-]

The geometry in XYZ format:
```
9
Properties=species:S:1:pos:R:3:mulliken_charge:R:1
N 0.02 -1.00 -0.24 -0.567
C -1.22 -0.36 0.16 0.610
O -1.20 0.49 1.07 -0.733
N -2.16 -0.66 -0.73 -0.579
N -3.66 -0.11 -0.17 0.954
O -3.95 1.00 -0.39 -0.570
O -4.31 -1.03 0.20 -0.608
H -0.07 -1.26 -1.26 0.268
H 0.76 -0.31 -0.06 0.225
```

Top of the stability list: B, leading by 0.2170 hartree.